Molecular formula: C62H43Cl2N4O5PZr
Method: DFT, the ωB97M-V functional and the def2-TZVPD basis

The geometry in ORCA input format:
```
! RIJCOSX wB97M-V def2-TZVPD def2/J DEFGRID3
* xyz 0 1
Zr -0.4509 -0.1970 -0.8044
C -5.0036 -4.0142 4.5363
C -5.2126 -2.7011 4.0723
C -4.2720 -2.1505 3.2008
C -3.1343 -2.8517 2.8075
C -2.8877 -4.1219 3.3444
C -3.7872 -4.6634 4.2229
C -2.2658 -2.3234 1.7479
C -1.0196 -1.7590 2.1106
C -0.4525 -1.9059 3.3961
C 0.7204 -1.0692 3.4573
C 0.7592 -0.4352 2.2337
C 2.8222 0.0264 1.4397
C 3.9419 0.4704 2.4505
C 3.5661 0.7549 3.7248
C 4.4493 1.0649 4.7029
C 5.8000 0.9496 4.5875
C 6.2190 0.7508 3.2282
C 5.3054 0.5277 2.1894
C 2.8737 -0.7879 0.3744
N 1.8812 -0.8971 -0.6560
C 2.5203 -1.6821 -1.5934
C 2.2039 -1.8528 -2.9985
C 3.2218 -2.1223 -3.9578
C 3.7242 -1.1229 -4.7608
C 4.5906 -1.4000 -5.8182
C 5.0508 -2.7074 -6.0048
C 4.5648 -3.7376 -5.1582
C 3.6148 -3.4217 -4.1690
C 0.8945 -1.6507 -3.4928
C 0.4634 -1.6821 -4.8487
C -0.8700 -1.5082 -4.8808
C -1.2451 -1.5150 -3.4549
N -0.1789 -1.4950 -2.6062
C -2.5763 -1.5896 -3.0527
C -2.9031 -1.9555 -1.6848
C -4.1462 -2.5641 -1.2298
C -4.0955 -2.6745 0.0691
C -2.7778 -2.1726 0.5038
N -2.1296 -1.7601 -0.6295
C -3.6895 -1.7245 -4.0011
C -3.7379 -2.8668 -4.8341
C -4.7355 -3.0331 -5.7585
C -5.7091 -2.0618 -5.8541
C -5.6753 -0.9422 -4.9982
C -4.6615 -0.7219 -4.1255
C 3.7482 -2.1885 -1.1517
C 4.0931 -1.5470 0.0284
N -0.2502 -0.8427 1.3527
H -5.6350 -4.4446 5.3247
H -6.0919 -2.0944 4.3541
H -4.5540 -1.1600 2.7563
H -1.9734 -4.5612 3.0740
H -3.5844 -5.6996 4.5583
H -0.7214 -2.5709 4.1780
H 1.4881 -1.0475 4.2717
H 2.5041 0.7720 3.9577
H 4.0238 1.1901 5.6727
H 6.5332 1.0227 5.3902
H 7.2403 0.6421 2.9441
H 5.7167 0.4545 1.1599
H 3.4733 -0.0515 -4.6241
H 5.0453 -0.6230 -6.3964
H 5.7185 -2.9297 -6.7609
H 4.8496 -4.7792 -5.3369
H 3.2253 -4.2880 -3.5820
H 0.8981 -1.7807 -5.8418
H -1.6506 -1.4556 -5.6675
H -4.8413 -2.9052 -1.9999
H -4.7226 -3.1452 0.7794
H -2.9934 -3.6153 -4.6844
H -4.7981 -3.9831 -6.3078
H -6.5187 -2.1536 -6.5293
H -6.3931 -0.1927 -5.1406
H -4.5153 0.1647 -3.4206
H 4.2883 -2.9165 -1.7068
H 5.0209 -1.5618 0.5894
O 1.5353 1.4828 -4.3665
Cl 1.4089 2.0759 -3.0371
O 2.6589 1.8076 -2.3216
O 1.6422 0.4986 1.7843
O 0.3803 1.2458 -2.3302
Cl -2.7099 1.0246 -1.0698
O -0.1758 1.7690 0.0961
P -0.2356 2.7274 1.2762
C 1.4367 3.3921 1.7018
C 2.3176 3.2039 0.6442
C 3.6417 3.6562 0.7014
C 4.0699 4.2770 1.8810
C 3.1487 4.5438 2.9268
C 1.8464 4.1225 2.8235
C -1.0998 2.0310 2.6656
C -2.4199 1.6956 2.4822
C -3.1558 1.1456 3.5516
C -2.5139 1.0316 4.7533
C -1.2437 1.3803 4.9746
C -0.4939 1.9200 3.8977
C -0.9755 4.1726 0.5630
C -0.9536 4.3179 -0.7821
C -1.4036 5.5552 -1.3432
C -1.8073 6.5980 -0.5472
C -1.7713 6.4870 0.8295
C -1.3582 5.2692 1.3877
H 1.9402 2.6837 -0.2308
H 4.2461 3.5019 -0.1778
H 5.1117 4.5763 2.0124
H 3.4973 5.0263 3.8255
H 1.1176 4.3556 3.5897
H -2.8385 1.7403 1.5115
H -4.1633 0.8601 3.4280
H -3.0914 0.6509 5.6317
H -0.7586 1.2542 5.9192
H 0.5193 2.2102 4.0077
H -0.5998 3.5420 -1.4737
H -1.3769 5.5907 -2.4323
H -2.1593 7.5604 -1.0015
H -2.0060 7.3330 1.4993
H -1.4002 5.2720 2.4797
*
```

Summary:
Strongest force on any atom: 4.477 eV/A
ΔE to the lowest compared entry with this formula, charge and spin: 0.0 kJ/mol
LUMO level: -1.33 eV
Kohn-Sham gap: 5.35 eV
DFT total energy: -4292.3829 hartree